{
  "formula": "C21H59N4O7",
  "method": "ωB97M-V with the def2-TZVPD basis set",
  "elements": ["H", "H", "H", "N", "H", "H", "N", "O", "O", "C", "H", "C", "H", "H", "C", "H", "H", "C", "H", "C", "H", "C", "H", "H", "H", "H", "H", "H", "H", "O", "H", "H", "C", "H", "H", "H", "H", "H", "C", "H", "C", "C", "H", "C", "H", "H", "H", "O", "C", "H", "C", "N", "H", "H", "H", "H", "H", "H", "C", "H", "H", "H", "H", "H", "C", "C", "H", "H", "H", "C", "H", "H", "H", "O", "C", "C", "H", "H", "H", "H", "C", "H", "N", "H", "H", "O", "H", "H", "C", "H", "O"],
  "xyz": [[6.145, 2.451, 0.381], [0.866, -2.865, 2.023], [1.191, -3.558, 5.457], [1.750, -2.499, 2.348], [8.686, 3.180, 2.986], [-3.103, -0.929, -8.854], [6.476, 4.371, 2.169], [2.570, -1.490, 5.847], [-4.225, 2.809, 4.096], [1.378, -3.671, 4.389], [-2.169, 3.516, -1.529], [-3.100, -2.215, -3.296], [-3.368, -3.381, -8.450], [-0.430, 1.998, 2.997], [-3.438, -4.256, -6.571], [-2.307, 1.238, 3.799], [-3.607, -4.771, -4.562], [-5.268, -1.911, -7.445], [6.328, 4.444, 1.172], [-3.204, -3.896, -5.071], [-2.994, -3.105, -2.675], [-5.286, 3.820, 3.743], [8.416, 2.998, 1.238], [-2.923, 3.194, 2.784], [-6.001, -3.021, -5.192], [-2.825, -5.085, -6.925], [-2.154, -4.023, -4.806], [4.665, -1.438, 6.206], [-5.771, -2.876, -7.394], [2.105, 2.261, -2.496], [7.357, 0.615, 4.153], [-5.289, -1.549, -8.473], [6.723, 2.985, 2.354], [-2.790, 4.180, 4.390], [-2.018, -2.789, -7.397], [2.767, -0.532, 4.083], [-5.930, -2.073, -3.642], [-5.519, -3.731, -3.760], [8.165, 2.603, 2.222], [7.349, 4.871, 2.258], [-1.982, 2.157, 4.288], [3.707, -0.989, 6.465], [6.625, 2.860, 3.432], [1.520, -2.339, 3.772], [3.609, -2.014, 4.196], [8.905, 1.483, 4.307], [-2.771, 1.646, 6.329], [-2.127, 2.559, -1.587], [-3.111, -0.723, -7.784], [2.273, -4.267, 4.212], [-1.864, 1.921, 5.791], [-3.658, -1.621, -5.511], [-5.507, 4.495, 4.569], [1.822, 1.861, -1.670], [5.844, 1.156, 1.428], [-3.560, -1.365, -2.792], [-3.518, 0.281, -7.666], [0.619, -1.795, 4.054], [-2.914, 3.228, 3.874], [-1.162, 1.104, 5.958], [4.776, 2.500, 1.560], [3.501, -0.920, 7.533], [-4.894, 4.465, 2.956], [0.554, -4.192, 3.901], [-3.820, -1.811, -6.980], [5.824, 2.245, 1.402], [-1.918, 2.237, -2.467], [8.623, -0.318, 3.809], [3.887, 0.030, 6.121], [-3.063, -3.097, -7.443], [-3.135, 0.139, -5.132], [-0.121, 1.822, 4.468], [0.260, -0.174, 0.530], [0.516, 0.700, 0.175], [2.639, -1.564, 4.408], [-5.427, -2.787, -4.296], [-1.496, 2.262, -0.927], [1.750, -1.560, 1.977], [-5.915, -1.236, -6.885], [-1.349, 2.749, 6.278], [8.356, 0.736, 3.734], [-2.104, -1.803, -3.456], [-0.641, 2.453, 3.874], [-2.068, -0.581, -7.502], [-4.456, -4.621, -6.702], [-3.983, -0.308, -5.083], [2.093, 3.195, -2.276], [-6.214, 3.295, 3.517], [-3.913, -2.645, -4.528], [1.421, 2.146, -3.160], [8.350, 1.134, 2.368]],
  "mulliken_charge": [0.374, 0.339, 0.338, -0.743, 0.369, 0.443, -0.748, -0.330, -0.373, -1.499, 0.446, -2.031, 0.367, 0.231, -0.794, 0.207, 0.506, -1.962, 0.314, -1.249, 0.436, -0.717, 0.419, 0.168, 0.334, 0.385, 0.398, 0.315, 0.322, -0.368, 0.237, 0.471, 0.531, 0.298, 0.421, 0.424, 0.287, 0.446, -0.870, 0.256, 0.679, -0.783, 0.302, 0.791, 0.383, 0.308, 0.372, -0.375, -2.114, 0.336, -1.552, 0.402, 0.275, 0.347, 0.355, 0.379, 0.435, 0.088, -0.451, 0.357, 0.397, 0.269, 0.308, 0.397, 1.560, -1.477, 0.435, 0.275, 0.309, -0.976, 0.303, 0.296, 0.172, -0.905, -0.827, -1.536, 0.352, 0.184, 0.386, 0.420, -0.673, 0.373, -0.757, 0.465, 0.378, -0.489, 0.455, 0.248, 1.653, 0.442, -0.369],
  "fmax_ev_per_a": 3.47,
  "homo_lumo_gap_ev": 4.49,
  "relative_energy_ev": 7.059,
  "total_charge": 1
}

{
  "formula": "C21H59N5O6",
  "method": "ωB97M-V with the def2-TZVPD basis set",
  "elements": ["H", "N", "N", "H", "N", "H", "H", "H", "H", "C", "C", "H", "H", "H", "H", "H", "C", "H", "H", "C", "H", "H", "H", "O", "C", "C", "C", "H", "H", "C", "H", "H", "H", "H", "H", "H", "C", "H", "H", "H", "H", "H", "H", "H", "H", "H", "N", "H", "C", "C", "O", "C", "O", "O", "C", "H", "H", "H", "H", "H", "C", "C", "H", "H", "H", "O", "H", "H", "H", "O", "H", "C", "H", "C", "C", "H", "H", "H", "H", "H", "H", "H", "H", "H", "H", "C", "C", "H", "H", "C", "N"],
  "xyz": [[-0.609, 2.646, 0.605], [4.432, -3.309, 2.612], [-4.983, 1.810, 2.351], [-0.054, -0.407, -3.375], [-1.022, 0.065, 2.037], [3.287, -2.262, 4.904], [-2.705, 0.346, 3.933], [2.071, -1.879, -5.337], [1.465, 0.261, 2.955], [1.735, 0.781, -0.177], [-1.722, 0.040, 4.291], [4.572, 2.296, 1.933], [-0.063, -2.849, -2.866], [-7.231, 1.971, 1.057], [1.775, 1.773, 6.319], [3.707, -0.991, -2.670], [-0.630, 0.541, 3.350], [-6.737, 2.656, -0.458], [4.903, -1.775, 4.635], [0.317, -0.053, -6.410], [0.329, 2.155, 5.436], [1.867, 2.097, 4.535], [-1.625, 3.097, -0.848], [4.152, 0.278, 2.166], [1.293, 1.654, 5.349], [-4.617, -2.452, -1.462], [2.685, -1.351, -2.786], [-0.338, -0.139, -1.878], [-0.082, 0.523, -7.245], [0.768, -0.032, 3.740], [0.065, 0.107, 0.532], [-5.062, 2.705, 2.813], [2.772, -2.116, 2.419], [4.329, -1.205, 0.818], [3.502, -0.815, -5.084], [-1.618, 0.612, 5.213], [1.846, 0.073, -6.219], [-1.386, -3.462, -1.756], [2.098, 1.117, -6.031], [-1.828, 0.607, 1.761], [3.679, -0.589, 4.375], [2.105, -1.235, -7.686], [-5.041, 1.070, 0.438], [-6.599, 3.614, 0.992], [3.858, -3.923, 3.171], [-2.261, -1.727, -3.370], [-0.834, -0.263, -2.750], [-3.996, 1.661, 2.506], [-3.965, 2.883, 0.379], [4.599, -1.023, 1.859], [1.197, 0.293, 5.069], [4.893, 1.304, 1.614], [1.979, -0.550, -3.817], [-2.679, 2.435, 0.820], [3.895, -1.649, 4.239], [4.141, -3.488, 1.661], [-3.382, -0.260, -1.622], [-0.007, -1.073, -6.615], [2.064, -1.432, -1.894], [0.710, -1.110, 3.588], [2.413, -0.871, -5.104], [-2.646, -1.007, -1.326], [2.574, 0.589, -0.847], [-3.998, 3.950, 0.602], [-4.965, -3.467, -1.272], [0.619, -0.125, -0.216], [-0.214, -2.334, -1.209], [2.025, 0.681, 0.869], [-0.294, 0.202, -5.545], [-3.401, -2.119, -0.766], [-1.928, -1.017, 4.460], [3.802, -2.008, 2.761], [-0.563, 1.629, 3.352], [-6.472, 2.605, 0.598], [-1.704, -1.412, -2.488], [-4.419, -2.392, -2.532], [-2.035, -0.655, -0.495], [5.672, -1.183, 1.966], [1.399, 1.815, -0.259], [5.962, 1.290, 1.824], [-5.358, -1.701, -1.188], [-1.438, 4.135, 0.494], [2.902, -2.375, -3.089], [1.726, 0.166, -8.190], [-4.060, 2.867, -0.706], [-0.791, -2.612, -2.091], [-5.067, 2.055, 0.904], [4.796, 1.305, 0.528], [-1.381, -0.871, 2.158], [-1.539, 3.080, 0.238], [2.371, -0.271, -7.547]],
  "mulliken_charge": [0.042, -0.787, -0.648, 0.367, -0.306, 0.467, 0.409, 0.373, -0.436, -0.039, -1.516, 0.284, 0.407, 0.394, 0.274, 0.409, 0.319, 0.384, 0.386, -1.381, 0.269, 0.283, 0.353, -0.168, -0.713, -0.608, -0.772, 0.112, 0.429, -0.197, 0.036, 0.325, 0.110, 0.096, 0.352, 0.358, 0.484, 0.386, 0.285, -0.106, 0.252, 0.298, -0.124, 0.391, 0.310, 0.449, 0.085, 0.167, -0.893, -0.697, -0.390, -0.928, -0.213, -0.137, -1.596, 0.299, 0.462, 0.352, 0.018, 0.288, -0.851, 0.246, 0.225, 0.369, 0.271, -0.277, 0.118, -0.314, 0.216, -0.416, 0.381, 0.964, 0.513, -1.707, 0.512, 0.286, -0.653, 0.464, 0.294, 0.330, 0.233, 0.367, 0.492, 0.310, 0.491, -1.020, 0.997, 0.303, 0.245, -0.742, -0.756],
  "fmax_ev_per_a": 3.44,
  "homo_lumo_gap_ev": [9.50, 4.00],
  "multiplicity": 2,
  "s2": 0.754,
  "total_charge": 1
}

{
  "formula": "C21H59N7O6",
  "method": "ωB97M-V with the def2-TZVPD basis set",
  "elements": ["H", "C", "H", "C", "H", "H", "N", "O", "N", "H", "H", "H", "H", "H", "C", "C", "C", "H", "H", "C", "H", "C", "C", "H", "H", "N", "H", "H", "H", "H", "O", "O", "H", "H", "H", "H", "H", "N", "H", "C", "H", "C", "H", "O", "H", "C", "N", "H", "H", "H", "H", "H", "N", "C", "H", "N", "H", "C", "C", "H", "H", "H", "H", "H", "H", "C", "H", "H", "H", "C", "C", "H", "H", "H", "C", "H", "H", "H", "C", "H", "H", "H", "C", "O", "H", "O", "H", "H", "H", "H", "H", "C", "H"],
  "xyz": [[-1.948, 6.550, 4.083], [1.175, -0.379, -1.035], [-1.813, -1.602, -3.315], [-0.751, 5.118, 3.046], [-0.930, -4.822, 0.641], [2.109, -2.019, 2.081], [-1.652, -1.387, 3.072], [3.529, 1.906, -6.120], [0.455, -0.562, 0.089], [-1.288, 5.417, 5.191], [-3.100, 2.270, 0.191], [2.239, 2.539, -7.658], [2.710, -1.089, -0.047], [-3.897, -0.945, 4.446], [2.804, 0.997, -5.452], [1.008, 2.058, 2.314], [-4.094, -1.451, 3.473], [-4.943, -2.105, 3.589], [1.136, 1.817, -6.458], [-2.349, 1.527, 0.087], [-1.426, 2.102, -0.140], [1.112, 2.694, -4.703], [3.234, 2.048, -7.488], [-1.766, 3.221, 2.484], [3.293, -2.607, 4.508], [-1.227, 5.717, 1.827], [-5.208, -1.026, -3.072], [0.736, -1.356, 0.688], [5.005, -2.142, 4.631], [0.865, -0.548, -5.135], [0.206, 3.152, 1.938], [-1.992, -3.091, 0.822], [3.962, -5.643, 0.915], [-2.805, -3.179, 3.516], [5.344, -3.682, 2.852], [2.789, -6.063, 2.139], [1.540, 3.577, -5.185], [0.436, 0.376, -5.052], [-0.649, 5.496, 0.975], [-2.900, -2.222, 2.921], [2.832, -0.527, 2.259], [-0.765, 3.549, 2.894], [4.939, -1.278, 2.456], [0.734, 0.292, -1.954], [-2.213, 1.145, 1.087], [4.025, -1.870, 4.205], [2.936, -1.438, 1.902], [1.454, 2.617, -3.617], [2.983, 1.007, -7.857], [-4.012, -3.090, 1.262], [-4.237, -0.649, 2.772], [-2.656, 4.981, 4.302], [2.377, -0.841, -1.002], [-3.124, -2.493, 1.430], [3.229, 0.936, -4.441], [-2.732, -1.650, -2.972], [3.003, -0.414, -1.646], [-1.704, 5.516, 4.179], [-2.579, 0.735, -2.104], [1.436, 2.258, 3.307], [-2.630, -4.991, 0.397], [-1.516, -1.029, 4.017], [0.061, 2.914, -4.741], [-0.508, -0.512, -0.219], [4.964, -3.411, 1.199], [-1.873, -4.482, 1.025], [3.690, -0.883, 4.555], [-3.249, 0.131, -4.003], [1.753, 1.997, 1.524], [3.653, -5.445, 1.915], [4.547, -3.380, 2.179], [-3.210, 1.601, -2.351], [-5.163, 0.668, -2.496], [-2.629, -1.934, -2.017], [-3.328, -0.342, -2.957], [3.974, 2.596, -8.111], [-4.777, -0.717, -1.379], [-3.351, -1.500, 0.999], [1.359, 1.386, -5.498], [3.010, -0.051, -5.810], [0.277, 0.542, -4.069], [0.478, 1.130, 2.335], [-4.739, -0.334, -2.419], [-2.600, 0.427, -0.732], [-2.065, -4.735, 2.093], [3.433, -4.182, 2.329], [-2.143, 5.443, 1.559], [4.387, -5.951, 2.535], [-0.875, -1.833, 2.648], [0.254, 5.440, 3.265], [-0.621, 3.016, 3.844], [4.118, -1.984, 2.643], [-1.555, 0.962, -2.379]],
  "mulliken_charge": [0.440, 0.332, 0.360, 0.436, 0.254, 0.214, -0.317, -0.400, 0.355, 0.376, 0.506, 0.211, 0.366, 0.384, -0.549, -0.780, -1.498, 0.380, -0.167, -1.092, 0.416, -1.212, -0.661, 0.140, 0.315, -0.743, 0.446, 0.086, 0.381, 0.305, -0.321, -0.180, 0.377, 0.201, 0.403, 0.279, 0.363, -0.663, 0.289, 0.318, 0.012, -0.554, 0.431, -0.542, 0.080, -1.369, -0.389, 0.157, 0.302, 0.486, 0.299, 0.329, -0.339, -0.275, 0.113, -0.729, 0.326, -1.543, -0.744, 0.459, 0.294, 0.247, 0.433, -0.411, 0.444, -0.810, 0.367, 0.351, 0.241, -0.971, -0.855, 0.326, 0.382, 0.221, 0.328, 0.274, 0.096, -0.127, 0.954, 0.425, 0.114, 0.233, -1.355, 0.123, 0.272, -0.251, 0.251, 0.354, 0.055, 0.316, 0.425, 0.047, 0.345],
  "fmax_ev_per_a": 4.21,
  "homo_lumo_gap_ev": 8.75,
  "relative_energy_ev": 2.460,
  "smiles": "COC[C@H](C)N.COC[C@H](C)N.COC[C@H](C)N.COC[C@H](C)N.COC[C@H](C)N.NC(N)=O",
  "total_charge": 0
}

Question: Which formula does entry 1 have?
Answer: C21H59N4O7